Entry 1:
This record from the Open Molecules 2025 dataset describes 9 unconnected molecules or ions with the total composition C36H72O9 at a distorted geometry. The level of theory is wB97M-V/def2-TZVPD.

Geometry as XYZ:
```
117
C36H72O9 wB97M-V/def2-TZVPD
C -2.14 6.89 1.33
C -1.20 5.94 2.01
C -1.00 4.92 0.93
O -1.10 5.59 -0.32
C -1.96 6.67 -0.17
H -2.07 7.94 1.64
H -3.17 6.69 1.60
H -1.66 5.49 2.88
H -0.24 6.43 2.22
H -1.71 4.09 0.87
H -0.04 4.41 1.01
H -2.89 6.41 -0.68
H -1.51 7.59 -0.54
C 0.39 0.45 -1.17
C -0.12 -0.69 -0.35
C -0.43 -0.07 1.01
O -0.80 1.25 0.68
C 0.05 1.71 -0.38
H -0.11 0.44 -2.14
H 1.43 0.28 -1.46
H 0.62 -1.49 -0.23
H -1.04 -1.09 -0.76
H 0.40 -0.09 1.72
H -1.22 -0.58 1.55
H 0.91 2.26 0.01
H -0.36 2.47 -1.05
C 5.11 -0.15 1.38
C 5.64 -1.53 1.61
C 4.41 -2.36 1.97
O 3.25 -1.49 1.67
C 3.64 -0.35 0.98
H 5.70 0.42 0.66
H 5.20 0.37 2.33
H 6.38 -1.52 2.41
H 6.18 -1.88 0.73
H 4.37 -2.59 3.03
H 4.31 -3.22 1.30
H 2.89 0.45 1.04
H 3.64 -0.68 -0.06
C 0.29 2.18 -5.12
C 0.92 2.43 -6.44
C 2.40 2.26 -6.19
O 2.57 2.64 -4.83
C 1.38 2.32 -4.06
H -0.16 1.19 -5.04
H -0.55 2.86 -4.99
H 0.73 3.45 -6.74
H 0.55 1.71 -7.17
H 3.16 2.68 -6.85
H 2.64 1.21 -6.32
H 1.10 3.10 -3.34
H 1.48 1.39 -3.51
C 0.93 -2.69 4.16
C 0.43 -3.47 3.00
C -1.06 -3.29 3.22
O -1.30 -2.14 4.01
C -0.05 -1.57 4.43
H 1.90 -2.21 4.01
H 0.95 -3.40 4.98
H 0.86 -4.46 2.95
H 0.68 -2.99 2.05
H -1.41 -4.18 3.75
H -1.54 -3.10 2.26
H -0.07 -1.33 5.49
H 0.25 -0.68 3.88
C 1.53 3.92 3.89
C 2.87 4.54 3.62
C 3.02 4.38 2.12
O 2.25 3.24 1.80
C 1.40 2.75 2.86
H 0.78 4.68 3.71
H 1.26 3.55 4.88
H 3.55 3.84 4.10
H 3.01 5.59 3.88
H 4.08 4.17 1.94
H 2.71 5.26 1.57
H 1.79 1.81 3.23
H 0.36 2.58 2.58
C 0.79 -2.36 -3.58
C 0.37 -3.35 -4.61
C 0.72 -4.72 -3.92
O 1.37 -4.40 -2.71
C 1.89 -3.08 -2.86
H 0.04 -2.09 -2.84
H 1.08 -1.39 -3.97
H 0.85 -3.26 -5.58
H -0.71 -3.27 -4.76
H 1.43 -5.29 -4.51
H -0.17 -5.29 -3.66
H 2.83 -3.02 -3.40
H 2.17 -2.68 -1.88
C -5.27 -1.68 1.59
C -3.92 -1.02 1.58
C -4.14 0.40 1.13
O -5.29 0.21 0.25
C -5.78 -1.15 0.24
H -5.89 -1.34 2.42
H -5.25 -2.77 1.59
H -3.30 -1.52 0.84
H -3.44 -1.12 2.55
H -3.36 0.82 0.50
H -4.44 1.03 1.97
H -5.41 -1.73 -0.61
H -6.87 -1.20 0.25
C -1.73 -4.25 -0.91
C -2.91 -3.58 -1.51
C -3.95 -4.69 -1.58
O -3.74 -5.22 -0.28
C -2.37 -5.30 -0.06
H -1.13 -3.51 -0.38
H -1.00 -4.69 -1.59
H -2.79 -3.12 -2.49
H -3.29 -2.77 -0.90
H -3.73 -5.45 -2.34
H -4.95 -4.30 -1.73
H -2.02 -6.31 -0.27
H -2.18 -5.18 1.00
```

Calculated values
SMILES: C1CCOC1.C1CCOC1.C1CCOC1.C1CCOC1.C1CCOC1.C1CCOC1.C1CCOC1.C1CCOC1.C1CCOC1
Kohn-Sham gap: 9.8 eV
charge: 0
F_max: 2.91 eV Å⁻¹
molecular weight: 648.96 u

Atomic partial charges in e from the Mulliken method, atoms 1 to 5: atom 1 (C): -0.824, atom 2 (C): -0.345, atom 3 (C): 0.552, atom 4 (O): -0.419, atom 5 (C): -0.469

***

Entry 2:
This record from the Open Molecules 2025 dataset describes 9 unconnected molecules or ions with the total composition C36H72O9 at a distorted geometry. The level of theory is wB97M-V/def2-TZVPD.

Geometry as XYZ:
```
117
C36H72O9 wB97M-V/def2-TZVPD
C 13.35 -11.42 -1.60
C 12.93 -12.73 -2.27
C 13.73 -12.74 -3.60
O 14.84 -11.89 -3.42
C 14.54 -10.92 -2.44
H 13.69 -11.56 -0.57
H 12.65 -10.59 -1.49
H 11.87 -12.84 -2.44
H 13.23 -13.61 -1.69
H 13.04 -12.35 -4.37
H 14.08 -13.72 -3.90
H 14.41 -9.90 -2.82
H 15.38 -10.87 -1.73
C 13.23 -16.62 1.72
C 12.24 -17.73 2.04
C 13.09 -18.97 2.34
O 14.35 -18.47 2.81
C 14.38 -17.06 2.64
H 12.84 -15.66 2.08
H 13.57 -16.57 0.69
H 11.49 -17.85 1.25
H 11.65 -17.45 2.92
H 13.27 -19.38 1.34
H 12.70 -19.68 3.06
H 15.35 -16.70 2.29
H 14.24 -16.65 3.65
C 12.53 -12.03 2.46
C 11.23 -12.06 1.69
C 10.16 -12.35 2.73
O 10.80 -12.42 4.00
C 12.23 -12.63 3.83
H 12.95 -11.02 2.59
H 13.42 -12.53 2.05
H 11.29 -12.93 1.02
H 11.10 -11.22 1.01
H 9.73 -13.34 2.52
H 9.32 -11.65 2.74
H 12.33 -13.72 3.82
H 12.73 -12.09 4.63
C 12.25 -7.57 6.31
C 12.06 -9.07 6.23
C 11.00 -9.38 7.32
O 11.08 -8.35 8.25
C 11.59 -7.15 7.66
H 11.63 -7.12 5.53
H 13.29 -7.33 6.11
H 12.95 -9.66 6.48
H 11.79 -9.46 5.25
H 11.17 -10.38 7.73
H 10.01 -9.39 6.84
H 12.39 -6.75 8.30
H 10.74 -6.49 7.50
C 13.97 -13.33 8.52
C 14.19 -13.62 7.03
C 15.61 -13.18 6.68
O 15.86 -12.17 7.68
C 15.33 -12.72 8.89
H 13.83 -14.16 9.22
H 13.15 -12.64 8.65
H 13.55 -12.95 6.47
H 13.88 -14.61 6.70
H 15.70 -12.69 5.71
H 16.39 -13.94 6.68
H 15.21 -11.95 9.64
H 16.09 -13.40 9.29
C 3.65 -11.88 4.56
C 4.92 -11.86 3.69
C 6.05 -12.14 4.72
O 5.55 -11.59 5.93
C 4.20 -11.14 5.80
H 3.15 -12.81 4.80
H 2.88 -11.28 4.07
H 5.12 -10.88 3.28
H 4.81 -12.60 2.90
H 6.94 -11.68 4.29
H 6.12 -13.22 4.89
H 4.31 -10.07 5.63
H 3.56 -11.33 6.66
C 14.20 -6.25 0.06
C 13.49 -6.93 1.24
C 12.97 -8.19 0.59
O 14.02 -8.60 -0.29
C 14.74 -7.46 -0.73
H 14.94 -5.57 0.47
H 13.44 -5.73 -0.52
H 12.68 -6.29 1.60
H 14.17 -7.11 2.07
H 12.05 -8.03 0.01
H 12.61 -8.93 1.30
H 14.63 -7.33 -1.81
H 15.79 -7.58 -0.45
C 9.26 -11.64 -1.38
C 8.91 -10.31 -2.01
C 7.37 -10.19 -1.88
O 7.00 -11.16 -0.91
C 7.89 -12.26 -1.07
H 9.67 -11.49 -0.39
H 9.93 -12.24 -1.98
H 9.32 -10.22 -3.02
H 9.35 -9.46 -1.48
H 6.91 -10.41 -2.85
H 7.04 -9.23 -1.51
H 7.51 -12.85 -1.92
H 7.89 -12.84 -0.15
C 18.07 -12.00 2.10
C 17.32 -11.05 1.12
C 16.02 -10.73 1.88
O 15.95 -11.57 2.99
C 16.90 -12.60 2.86
H 18.66 -11.38 2.78
H 18.74 -12.73 1.65
H 17.12 -11.62 0.20
H 17.89 -10.18 0.82
H 15.19 -10.77 1.16
H 16.02 -9.68 2.21
H 16.44 -13.37 2.21
H 17.10 -13.20 3.74
```

Calculated values
SMILES: C1CCOC1.C1CCOC1.C1CCOC1.C1CCOC1.C1CCOC1.C1CCOC1.C1CCOC1.C1CCOC1.C1CCOC1
Kohn-Sham gap: 9.8 eV
charge: 0
F_max: 2.45 eV Å⁻¹
molecular weight: 648.96 u

Atomic partial charges in e from the Mulliken method, atoms 1 to 5: atom 1 (C): 1.266, atom 2 (C): 0.037, atom 3 (C): -0.646, atom 4 (O): -0.476, atom 5 (C): -0.104

***

Entry 3:
This record from the Open Molecules 2025 dataset describes a molecular structure, C36H74BrCl38IN3O3S at a distorted geometry. The level of theory is wB97M-V/def2-TZVPD.

Geometry as XYZ:
```
157
C36H74BrCl38IN3O3S wB97M-V/def2-TZVPD
C 7.82 2.10 0.90
C 6.28 2.13 0.64
C 6.00 2.09 -0.91
O 4.60 2.31 -1.13
C 3.95 1.19 -1.73
C 3.25 0.35 -0.60
C 3.95 -1.03 -0.35
N 5.41 -0.98 -0.59
N 3.40 -2.09 -1.19
Br 4.18 -2.14 -2.90
C 1.93 -2.28 -1.11
S 1.28 -2.54 -2.85
C 1.11 -1.02 -0.47
I 1.01 -1.46 1.66
O -0.10 -1.02 -1.19
C -1.30 -1.49 -0.59
C -1.43 -3.06 -0.44
C -2.02 -3.43 0.99
N 1.76 0.30 -0.78
C 1.20 1.51 -0.09
C -0.20 2.00 -0.58
C -0.64 3.18 0.40
C -2.17 2.99 0.69
C -2.41 2.13 1.98
O -1.74 2.65 3.11
C -1.60 1.67 4.14
H 7.97 1.90 1.99
H 8.26 3.08 0.65
H 8.34 1.30 0.32
H 5.72 1.31 1.13
H 5.86 3.09 1.01
H 6.54 2.98 -1.37
H 6.42 1.19 -1.40
H 4.62 0.58 -2.37
H 3.19 1.64 -2.42
H 3.42 0.95 0.33
H 3.84 -1.35 0.72
H 5.76 -1.94 -0.57
H 5.78 -0.57 0.27
H 1.73 -3.17 -0.47
H 0.03 -3.09 -2.72
H -1.63 -0.96 0.34
H -2.12 -1.24 -1.32
H -2.18 -3.44 -1.17
H -0.49 -3.59 -0.66
H -2.69 -4.30 0.86
H -1.18 -3.77 1.62
H -2.52 -2.56 1.47
H 1.58 0.44 -1.79
H 1.91 2.34 -0.33
H 1.18 1.45 1.02
H -0.13 2.40 -1.61
H -0.99 1.23 -0.48
H -0.54 4.17 -0.08
H -0.10 3.13 1.36
H -2.69 2.44 -0.13
H -2.71 3.95 0.80
H -2.21 1.05 1.79
H -3.51 2.19 2.18
H -2.17 1.93 5.04
H -0.52 1.62 4.42
H -1.91 0.64 3.83
C 3.37 -4.70 1.53
Cl 2.69 -5.76 2.77
Cl 3.30 -5.45 -0.07
H 2.82 -3.75 1.50
H 4.41 -4.51 1.78
C -0.63 1.56 7.78
Cl -1.55 3.01 7.34
Cl -1.16 0.14 6.86
H 0.42 1.74 7.58
H -0.78 1.36 8.84
C 1.49 3.69 -4.74
Cl 2.91 4.00 -3.74
Cl 0.30 2.69 -3.90
H 1.03 4.64 -5.00
H 1.80 3.18 -5.64
C 10.19 3.56 -2.11
Cl 10.02 4.64 -0.72
Cl 8.69 2.67 -2.44
H 10.45 4.15 -2.98
H 10.99 2.84 -1.90
C 4.20 -0.94 4.84
Cl 3.27 0.47 4.32
Cl 3.69 -2.39 3.97
H 5.26 -0.76 4.63
H 4.05 -1.09 5.90
C -5.06 -1.48 -0.09
Cl -4.40 -1.05 -1.68
Cl -4.32 -0.54 1.21
H -6.13 -1.29 -0.09
H -4.87 -2.54 0.09
C -8.86 0.71 -0.31
Cl -8.71 -1.03 -0.59
Cl -7.35 1.40 0.31
H -9.11 1.19 -1.25
H -9.65 0.88 0.41
C -0.09 -4.71 -6.21
Cl 1.55 -4.99 -6.81
Cl -0.30 -3.06 -5.61
H -0.80 -4.89 -7.01
H -0.28 -5.40 -5.39
C -2.15 1.89 -7.05
Cl -0.38 1.82 -7.06
Cl -2.79 2.08 -8.68
H -2.54 0.97 -6.63
H -2.46 2.74 -6.45
C -1.87 -7.33 4.12
Cl -0.63 -6.76 3.00
Cl -3.11 -6.10 4.39
H -2.34 -8.22 3.70
H -1.40 -7.58 5.07
C -8.65 -1.01 -4.84
Cl -7.22 -0.87 -3.81
Cl -9.93 -1.93 -4.05
H -9.03 -0.01 -5.06
H -8.38 -1.51 -5.76
C 2.53 4.21 4.17
Cl 1.72 3.24 5.41
Cl 2.51 3.41 2.59
H 2.02 5.16 4.08
H 3.56 4.37 4.47
C -8.82 3.22 3.45
Cl -9.77 2.96 1.98
Cl -8.31 1.69 4.18
H -7.93 3.80 3.20
H -9.42 3.77 4.17
C -12.56 3.79 5.67
Cl -11.50 4.91 4.80
Cl -12.20 3.76 7.39
H -13.59 4.10 5.53
H -12.42 2.79 5.26
C 0.44 -1.05 -9.50
Cl -0.59 -1.38 -10.90
Cl 0.98 -2.54 -8.72
H 1.31 -0.48 -9.83
H -0.13 -0.47 -8.78
C 0.84 -1.77 -14.36
Cl 0.79 -0.01 -14.25
Cl -0.09 -2.36 -15.74
H 1.87 -2.08 -14.47
H 0.42 -2.19 -13.45
C -4.79 2.05 8.96
Cl -5.67 1.67 7.47
Cl -4.47 0.59 9.91
H -3.85 2.52 8.71
H -5.39 2.73 9.56
C 14.17 3.03 -0.81
Cl 14.08 4.79 -0.69
Cl 13.33 2.44 -2.25
H 15.21 2.74 -0.87
H 13.71 2.59 0.07
C -2.68 -8.71 8.14
Cl -0.91 -8.74 8.03
Cl -3.42 -8.57 6.55
H -3.02 -9.63 8.61
H -2.97 -7.85 8.74
```

Calculated values
Kohn-Sham gap: 8.8 eV
charge: +1
F_max: 2.60 eV Å⁻¹
molecular weight: 2183.10 u

Atomic partial charges in e from the Mulliken method, atoms 1 to 5: atom 1 (C): -1.089, atom 2 (C): -0.036, atom 3 (C): -0.792, atom 4 (O): -0.376, atom 5 (C): -0.699